C3H5CoO4 | ωB97M-V/def2-TZVPD

Structure (ORCA input):
```
! RIJCOSX wB97M-V def2-TZVPD def2/J DEFGRID3
* xyz 0 5
Co -1.829 2.772 -0.387
O -0.460 -0.291 -0.974
O -1.960 1.041 0.267
O -0.048 1.876 -0.451
O -0.066 0.217 1.207
C 0.241 -1.386 -0.404
C 0.884 -0.765 0.827
C -0.721 0.698 0.075
H 1.849 -0.290 0.584
H 0.969 -1.768 -1.127
H 0.595 1.545 -1.145
H 1.012 -1.468 1.656
H -0.467 -2.183 -0.128
*
```

The value obtained for the LUMO energy (alpha / beta) is 0.56 / -0.22 eV. The calculation puts the HOMO-LUMO gap (alpha / beta) at 7.403 / 10.302 eV. As for the expectation value of S²: 6.00. Its maximum force is 2.23 eV Å⁻¹. As for the relative energy (zero: lowest compared OMol25 entry of this formula, charge and spin): 0.0 kcal per mole.

What are the Löwdin partial charges on each atom? They are as follows, in elementary charge units: 0.752 -0.041 -0.181 -0.124 0.007 -0.154 -0.145 -0.790 0.127 0.128 0.158 0.132 0.131

=====

C3H5CoO4 | ωB97M-V/def2-TZVPD

Structure (ORCA input):
```
! RIJCOSX wB97M-V def2-TZVPD def2/J DEFGRID3
* xyz 2 5
Co -0.221 -1.204 -0.976
O 1.413 -0.500 -0.613
O -1.835 -0.185 -0.449
O -1.839 -2.127 -1.391
O -3.806 -1.312 -0.614
C 1.588 1.165 1.106
C -2.627 -1.274 -0.870
C 2.095 0.281 0.044
H 2.285 2.011 1.208
H -2.323 0.537 -0.038
H 0.641 1.606 0.752
H 3.166 0.366 -0.216
H 1.463 0.635 2.057
*
```

The value obtained for the LUMO energy (alpha / beta) is -8.73 / -14.62 eV. The calculation puts the HOMO-LUMO gap (alpha / beta) at 11.748 / 5.972 eV. As for the expectation value of S²: 6.01. Its maximum force is 6.82 eV Å⁻¹.

What are the Löwdin partial charges on each atom? They are as follows, in elementary charge units: 1.197 -0.041 0.110 0.088 0.543 0.017 -0.507 -0.126 0.122 0.186 0.105 0.176 0.131

=====

C3H5CsLiO2 | ωB97M-V/def2-TZVPD

Structure (ORCA input):
```
! RIJCOSX wB97M-V def2-TZVPD def2/J DEFGRID3
* xyz 1 1
Cs -2.132 -1.940 -2.820
O 1.043 -1.615 -0.698
O 1.614 -0.665 1.121
C 1.288 -0.044 3.299
C 0.579 -1.003 0.308
C 1.716 1.260 2.942
Li 2.792 -2.022 0.100
H 2.536 1.668 3.543
H 0.917 1.996 2.807
H 1.788 0.624 1.332
H 0.210 -0.203 3.397
H 1.975 -0.640 3.906
*
```

The value obtained for the LUMO energy is -3.33 eV. The calculation puts the HOMO-LUMO gap at 6.662 eV. Its maximum force is 3.89 eV Å⁻¹. As for the relative energy (zero: lowest compared OMol25 entry of this formula, charge and spin): 0.0 kcal per mole.

What are the Löwdin partial charges on each atom? They are as follows, in elementary charge units: 0.922 -0.298 -0.343 0.003 -0.457 -0.130 0.777 0.060 0.059 0.240 0.086 0.080

=====

C3H5F2N | ωB97M-V/def2-TZVPD

Structure (ORCA input):
```
! RIJCOSX wB97M-V def2-TZVPD def2/J DEFGRID3
* xyz 0 1
F 2.241 0.651 -0.157
F 0.489 -1.728 0.331
N -1.178 -0.534 -0.771
C 0.954 0.576 -0.515
C -0.037 -0.437 -0.021
C -0.163 0.520 1.110
H -0.998 -0.719 -1.746
H -1.683 -1.258 -0.272
H -0.832 1.219 1.227
H 0.604 0.393 1.957
H 0.603 1.317 -1.142
*
```

The value obtained for the LUMO energy is 0.93 eV. The calculation puts the HOMO-LUMO gap at 9.928 eV. Its maximum force is 8.14 eV Å⁻¹. As for the relative energy (zero: lowest compared OMol25 entry of this formula, charge and spin): 48.6 kcal per mole.

What are the Löwdin partial charges on each atom? They are as follows, in elementary charge units: 0.037 -0.012 0.120 -0.052 -0.655 0.118 0.100 0.111 0.009 0.121 0.103

=====

C3H5F2N | ωB97M-V/def2-TZVPD

Structure (ORCA input):
```
! RIJCOSX wB97M-V def2-TZVPD def2/J DEFGRID3
* xyz 0 1
F -2.165 0.591 -0.487
F -0.614 -2.689 -0.154
N 0.227 0.542 -0.282
C -0.227 0.344 1.170
C 1.229 0.698 -1.028
C -0.999 0.041 -0.162
H 2.282 0.885 -0.628
H -0.499 -1.763 0.142
H 0.014 -0.623 1.635
H 1.018 0.898 -2.083
H -0.266 1.075 1.876
*
```

The value obtained for the LUMO energy is -0.07 eV. The calculation puts the HOMO-LUMO gap at 8.165 eV. Its maximum force is 5.27 eV Å⁻¹. As for the relative energy (zero: lowest compared OMol25 entry of this formula, charge and spin): 98.2 kcal per mole.

What are the Löwdin partial charges on each atom? They are as follows, in elementary charge units: 0.059 -0.148 -0.108 0.049 0.057 -0.302 0.114 0.031 0.092 0.093 0.062

=====

C3H5F2NO | ωB97M-V/def2-TZVPD

Structure (ORCA input):
```
! RIJCOSX wB97M-V def2-TZVPD def2/J DEFGRID3
* xyz 0 1
F -0.771 -1.899 0.310
F 1.270 -1.637 -0.522
O 2.137 1.994 -1.384
N 0.982 1.755 -1.012
C 0.138 1.424 -0.253
C 0.549 -1.797 0.620
C -1.224 1.018 -0.029
H -1.696 1.945 0.206
H 0.916 -2.666 1.198
H 0.706 -0.919 1.183
H -1.460 0.314 0.703
H -1.549 0.468 -1.021
*
```

The value obtained for the LUMO energy is 0.33 eV. The SMILES is CC#[N+][O-].FCF. The calculation puts the HOMO-LUMO gap at 9.742 eV. Its maximum force is 3.28 eV Å⁻¹. As for the relative energy (zero: lowest compared OMol25 entry of this formula, charge and spin): 92.1 kcal per mole.

What are the Löwdin partial charges on each atom? They are as follows, in elementary charge units: 0.007 0.020 -0.035 -0.100 -0.059 -0.253 -0.068 0.073 0.136 0.096 0.037 0.145

=====

C3H5F2NO2 | ωB97M-V/def2-TZVPD

Structure (ORCA input):
```
! RIJCOSX wB97M-V def2-TZVPD def2/J DEFGRID3
* xyz 0 1
F 2.013 -0.315 0.517
F 1.728 1.401 -0.852
O -2.033 0.139 -0.700
O -2.032 -0.254 1.858
N -0.819 -0.124 -0.048
C 0.207 -0.459 -1.010
C -0.992 -0.444 1.244
C 1.624 0.037 -0.739
H -0.082 -0.887 1.681
H 2.325 -0.436 -1.431
H 0.198 -1.507 -1.198
H -2.716 0.011 -0.019
H -0.176 0.028 -1.924
*
```

The value obtained for the LUMO energy is 0.66 eV. The SMILES is O=CN(O)CC(F)F. The calculation puts the HOMO-LUMO gap at 10.262 eV. Its maximum force is 1.29 eV Å⁻¹. As for the relative energy (zero: lowest compared OMol25 entry of this formula, charge and spin): 45.4 kcal per mole.

What are the Löwdin partial charges on each atom? They are as follows, in elementary charge units: 0.050 0.056 0.022 0.025 -0.121 -0.054 -0.301 -0.346 0.144 0.155 0.124 0.098 0.149

=====

C3H5F3O | ωB97M-V/def2-TZVPD

Structure (ORCA input):
```
! RIJCOSX wB97M-V def2-TZVPD def2/J DEFGRID3
* xyz 0 3
F 3.235 2.873 1.285
F 2.557 1.423 -1.854
F 3.011 -0.060 -0.395
O 1.939 1.789 0.268
C -0.305 -0.086 0.605
C 0.156 0.118 -0.754
C 2.394 1.106 -0.573
H -0.012 0.760 1.236
H 0.052 -1.013 1.043
H -0.189 0.981 -1.301
H 0.627 -0.672 -1.315
H -1.401 -0.063 0.620
*
```

The value obtained for the LUMO energy (alpha / beta) is 0.92 / -3.11 eV. The calculation puts the HOMO-LUMO gap (alpha / beta) at 9.403 / 9.551 eV. As for the expectation value of S²: 2.01. Its maximum force is 1.30 eV Å⁻¹.

What are the Löwdin partial charges on each atom? They are as follows, in elementary charge units: -0.027 0.177 0.171 0.123 -0.163 -0.066 -0.587 0.076 0.078 0.072 0.065 0.082

=====

C3H5FN2 | ωB97M-V/def2-TZVPD

Structure (ORCA input):
```
! RIJCOSX wB97M-V def2-TZVPD def2/J DEFGRID3
* xyz 0 1
F -2.608 -0.607 -0.428
N -0.961 1.163 0.094
N -1.231 -0.088 0.453
C -0.142 -0.926 0.155
C 1.067 -0.035 0.008
C 0.263 1.299 -0.142
H -0.284 -1.539 -0.888
H 0.582 2.401 -0.261
H 0.086 -1.652 0.878
H 1.496 0.218 1.011
H 1.733 -0.234 -0.879
*
```

The value obtained for the LUMO energy (alpha / beta) is -0.56 / -0.56 eV. The calculation puts the HOMO-LUMO gap (alpha / beta) at 9.116 / 9.115 eV. Its maximum force is 5.41 eV Å⁻¹. As for the relative energy (zero: lowest compared OMol25 entry of this formula, charge and spin): 93.9 kcal per mole.

What are the Löwdin partial charges on each atom? They are as follows, in elementary charge units: -0.191 0.026 -0.023 -0.225 -0.127 -0.125 0.181 0.143 0.092 0.125 0.126

=====

C3H5FN2OS | ωB97M-V/def2-TZVPD

Structure (ORCA input):
```
! RIJCOSX wB97M-V def2-TZVPD def2/J DEFGRID3
* xyz 0 1
S -3.201 -0.514 -0.409
F 3.330 -0.748 -0.451
O -0.742 1.495 -0.386
N -0.022 0.561 0.513
N -1.849 -1.250 0.219
C 1.934 -0.743 -0.435
C 1.372 0.383 0.109
C -0.695 -0.770 0.514
H -2.906 0.933 -0.730
H 1.948 1.309 0.362
H 0.006 -1.527 0.976
H -0.639 2.538 0.205
H 1.465 -1.669 -0.487
*
```

The value obtained for the LUMO energy is 0.07 eV. The SMILES is ON(/C=N\S)/C=C/F. The calculation puts the HOMO-LUMO gap at 8.674 eV. Its maximum force is 5.61 eV Å⁻¹. As for the relative energy (zero: lowest compared OMol25 entry of this formula, charge and spin): 106.0 kcal per mole.

What are the Löwdin partial charges on each atom? They are as follows, in elementary charge units: 0.655 -0.030 -0.174 -0.141 -0.419 -0.068 -0.073 -0.272 -0.071 0.131 0.129 0.250 0.083